(1)
A 5-piece molecular cluster, H10O5 overall, computed with the ωB97M-V functional and the def2-TZVPD basis.

Each atom is followed by the atoms it is bonded to, with distances in Å.
CARTESIAN COORDINATES (ANGSTROEM)
1 O -3.512 0.993 1.088  H3 0.928, H8 0.955
2 H 3.242 0.981 -1.657  O15 0.989
3 H -3.017 0.887 1.866  O1 0.928
4 H -0.494 -2.634 0.011  O6 0.917
5 H 0.471 -2.727 -0.980  O6 0.997
6 O 0.100 -3.285 -0.242  H4 0.917, H5 0.997
7 H -1.177 -0.330 0.144  O9 0.955
8 H -3.585 1.944 1.144  O1 0.955
9 O -0.514 -0.579 -0.497  H7 0.955, H10 0.973
10 H 0.148 0.133 -0.473  O9 0.973
11 O 1.378 1.320 0.533  H12 1.025, H14 0.958
12 H 0.920 0.652 1.161  O11 1.025
13 H 2.874 1.825 -0.559  O15 0.915
14 H 1.234 2.204 0.873  O11 0.958
15 O 2.471 1.184 -1.072  H2 0.989, H13 0.915

Output
LUMO energy   0.0020 Eh
Kohn-Sham gap   0.3917 Eh

(2)
A 5-piece molecular cluster, H10O5 overall, computed with the ωB97M-V functional and the def2-TZVPD basis.

Each atom is followed by the atoms it is bonded to, with distances in Å.
CARTESIAN COORDINATES (ANGSTROEM)
1 H -2.373 -0.817 1.244  O14 0.964
2 O -4.168 0.279 -0.789  H6 0.964, H11 0.964
3 H 0.952 1.604 -0.501  O15 0.964
4 O 3.949 -0.159 -0.114  H7 0.964, H8 0.964
5 H 1.507 -0.580 -0.569  O13 0.964
6 H -5.055 0.123 -0.444  O2 0.964
7 H 3.488 -1.001 -0.026  O4 0.964
8 H 4.812 -0.400 -0.470  O4 0.964
9 H 0.082 -1.033 -0.841  O13 0.964
10 H 0.922 2.763 0.482  O15 0.964
11 H -3.836 1.011 -0.257  O2 0.964
12 H -1.032 -1.484 0.983  O14 0.964
13 O 0.952 -1.368 -0.599  H5 0.964, H9 0.964
14 O -1.451 -0.803 1.523  H1 0.964, H12 0.964
15 O 1.253 1.864 0.377  H3 0.964, H10 0.964

Output
LUMO energy   0.0149 Eh
Kohn-Sham gap   0.4307 Eh

Repeat the first record exactly.
A 5-piece molecular cluster, H10O5 overall, computed with the ωB97M-V functional and the def2-TZVPD basis.

Each atom is followed by the atoms it is bonded to, with distances in Å.
CARTESIAN COORDINATES (ANGSTROEM)
1 O -3.512 0.993 1.088  H3 0.928, H8 0.955
2 H 3.242 0.981 -1.657  O15 0.989
3 H -3.017 0.887 1.866  O1 0.928
4 H -0.494 -2.634 0.011  O6 0.917
5 H 0.471 -2.727 -0.980  O6 0.997
6 O 0.100 -3.285 -0.242  H4 0.917, H5 0.997
7 H -1.177 -0.330 0.144  O9 0.955
8 H -3.585 1.944 1.144  O1 0.955
9 O -0.514 -0.579 -0.497  H7 0.955, H10 0.973
10 H 0.148 0.133 -0.473  O9 0.973
11 O 1.378 1.320 0.533  H12 1.025, H14 0.958
12 H 0.920 0.652 1.161  O11 1.025
13 H 2.874 1.825 -0.559  O15 0.915
14 H 1.234 2.204 0.873  O11 0.958
15 O 2.471 1.184 -1.072  H2 0.989, H13 0.915

Output
LUMO energy   0.0020 Eh
Kohn-Sham gap   0.3917 Eh